#w
C4H9N | ωB97M-V/def2-TZVPD

XYZ file:
```
14
Properties=species:S:1:pos:R:3:lowdin_charge:R:1
C 0.75752 1.76411 -1.57133 -0.1772
C -0.25195 0.92297 -0.81511 -0.2419
C 0.11022 -0.02982 0.05486 -0.3018
N -0.74665 -0.56932 0.99932 -0.1118
C -0.37756 -1.87347 1.57643 -0.5483
H 0.99919 2.62860 -0.96835 0.0488
H 1.66415 1.25052 -1.90790 0.0552
H 0.39869 2.12138 -2.54819 0.0482
H -1.25890 1.31280 -0.89626 0.0728
H 1.15050 -0.30204 0.08504 0.0872
H -1.74155 -0.62012 0.77887 0.0649
H -0.28096 -2.72020 0.87439 -0.0024
H 0.65655 -1.84220 1.94152 0.0088
H -1.07925 -2.04321 2.39670 -0.0025
```

**2S+1**: 2
**Gap between HOMO and LUMO (alpha / beta)**: 2.84 / 7.97 eV
**Molar mass**: 71.123 Da
**Charge**: -1


#x
C4H9N | ωB97M-V/def2-TZVPD

XYZ file:
```
14
Properties=species:S:1:pos:R:3:lowdin_charge:R:1
C -2.83544 -2.22431 2.21042 -0.1641
C -3.84853 -1.39841 2.41099 -0.1317
H -2.74872 -3.31093 2.13590 0.0428
H -1.90392 -1.85909 1.95393 -0.0208
H -4.86885 -1.73386 2.56623 0.0337
H -3.84873 -0.38081 2.27127 0.0015
C 2.00235 0.06984 -2.02169 -0.1464
C 2.21825 1.04601 -1.12319 -0.6048
N 2.42189 2.33182 -1.43631 -0.0394
H 2.02458 0.19098 -3.06300 0.0061
H 1.62274 -0.79367 -1.53717 -0.0180
H 2.15362 0.95672 0.03045 0.0498
H 2.83909 2.99717 -0.82811 -0.0272
H 2.55717 2.65198 -2.33454 0.0184
```

**2S+1**: 2
**Gap between HOMO and LUMO (alpha / beta)**: 2.18 / 7.94 eV
**Molar mass**: 71.123 Da
**Charge**: -1


Most stable structure - #w; separation to the second - 0.0443 hartree.


#w
C4H10N | ωB97M-V/def2-TZVPD

XYZ file:
```
15
Properties=species:S:1:pos:R:3:lowdin_charge:R:1
C -1.26285 -0.71375 1.35344 0.1418
N -2.03530 0.13055 0.79891 0.2002
H -1.55811 -1.69514 1.73585 0.1463
H -0.27952 -0.35675 1.63604 0.1046
H -1.90902 1.13815 0.87253 0.1696
H -3.00416 -0.13429 0.61862 0.1648
C 1.58854 -0.69916 -0.22021 -0.1200
C 0.60024 0.27794 -0.74789 -0.3165
C 0.79052 1.44087 -1.39655 0.0331
H 1.89559 -1.45122 -0.98200 0.1035
H 2.45766 -0.17605 0.20486 0.0929
H 1.20149 -1.32933 0.58349 0.0459
H -0.29348 -0.24635 -1.13355 0.0976
H 0.01647 2.18295 -1.52862 0.0564
H 1.79193 1.63158 -1.79493 0.0799
```

**2S+1**: 1
**Gap between HOMO and LUMO**: 6.88 eV
**Molar mass**: 72.131 Da
**Charge**: +1


#x
C4H10N | ωB97M-V/def2-TZVPD

XYZ file:
```
15
Properties=species:S:1:pos:R:3:lowdin_charge:R:1
C -0.76149 -1.29930 -0.37847 -0.1377
N -1.11061 0.07737 -0.07623 0.3375
C -0.23252 0.53798 1.05502 -0.1332
C 1.09053 -0.17864 0.81475 -0.1323
C 0.53178 -1.56911 0.34287 -0.1580
H -1.54695 -1.96190 -0.04558 0.1788
H -0.64596 -1.30504 -1.47673 0.1771
H -1.12488 3.75739 -2.92862 0.0018
H -0.42171 3.94344 -2.70091 -0.0011
H -0.58275 0.38913 2.10311 0.1884
H -0.12136 1.63668 0.89956 0.1493
H 1.41400 0.38930 -0.07884 0.1231
H 1.89218 -0.11628 1.58376 0.1473
H 0.40237 -2.22867 1.22455 0.1340
H 1.21736 -2.07237 -0.33824 0.1249
```

**2S+1**: 1
**Gap between HOMO and LUMO**: 7.93 eV
**Molar mass**: 72.131 Da
**Charge**: +1


#y
C4H10N | ωB97M-V/def2-TZVPD

XYZ file:
```
15
Properties=species:S:1:pos:R:3:lowdin_charge:R:1
C 0.59125 0.98240 -1.34037 0.0489
C -1.03050 -0.59563 -0.05751 -0.1379
C -0.03387 0.08050 -0.61024 -0.1744
C -2.42630 0.01412 0.12867 -0.0770
N 2.06539 -0.38665 0.98087 0.3174
H 0.51806 0.95986 -2.41381 0.0940
H 1.23775 1.59270 -0.88334 0.0247
H -0.94161 -1.71362 0.20242 0.1356
H 2.16786 0.16731 1.85510 0.1851
H -2.99580 -0.54613 0.82022 0.0517
H -2.96177 -0.04411 -0.87540 0.1077
H -2.42029 1.14444 0.22754 0.1056
H 3.01296 -0.54294 0.63175 0.1654
H 1.59990 0.12148 0.21821 0.0435
H 1.61697 -1.23373 1.11588 0.1099
```

**2S+1**: 1
**Gap between HOMO and LUMO**: 9.80 eV
**Molar mass**: 72.131 Da
**Charge**: +1


#z
C4H10N | ωB97M-V/def2-TZVPD

XYZ file:
```
15
Properties=species:S:1:pos:R:3:lowdin_charge:R:1
C -1.50445 1.01720 1.05441 0.3283
C 0.84858 -1.64967 0.60376 -0.0178
C 0.59199 1.28464 -1.06065 -0.0531
C -0.18564 -0.98925 -0.36598 -0.2202
N -0.25341 0.43225 -0.33327 -0.0770
H -2.54312 0.69136 0.90164 0.0612
H -1.08718 1.84486 1.63190 0.0518
H 1.85071 -1.75297 0.21807 0.0831
H 0.87029 -0.93581 1.50053 0.1117
H 0.49376 -2.54100 0.89980 0.0341
H -0.05772 1.74978 -1.96611 0.1840
H 1.58200 0.90233 -1.18191 0.1020
H 0.56456 2.27853 -0.49709 0.1246
H -1.30470 -1.16986 -0.02684 0.1634
H 0.13432 -1.16238 -1.37823 0.1239
```

**2S+1**: 1
**Gap between HOMO and LUMO (alpha / beta)**: 8.80 / 9.60 eV
**Molar mass**: 72.131 Da
**Charge**: +1


Most stable structure - #y; separation to the second - 0.0174 hartree.


#w
C4H10N | ωB97M-V/def2-TZVPD

XYZ file:
```
15
Properties=species:S:1:pos:R:3:lowdin_charge:R:1
C 0.47829 -1.18009 1.77978 0.0717
C -0.72134 1.46968 -1.05870 -0.0979
C 0.29400 -1.48365 -0.59682 -0.1283
C 0.04601 1.60200 0.14921 0.1817
N 0.42845 -0.75487 0.58063 -0.0994
H 0.33632 -0.46180 2.60565 0.1007
H 0.74363 -2.17075 2.03671 0.0905
H -1.34818 2.37627 -0.96461 0.1324
H -0.09415 1.62334 -2.02826 0.1573
H -1.53232 0.71272 -0.90848 0.1105
H 0.52948 -2.54915 -0.61784 0.0997
H 0.94601 -1.11673 -1.32632 0.0711
H -0.78523 -1.48237 -0.99237 0.1283
H -0.22791 1.17711 1.12216 0.0773
H 0.90696 2.23829 0.21924 0.1042
```

**2S+1**: 1
**Gap between HOMO and LUMO**: 8.63 eV
**Molar mass**: 72.131 Da
**Charge**: +1


#x
C4H10N | ωB97M-V/def2-TZVPD

XYZ file:
```
15
Properties=species:S:1:pos:R:3:lowdin_charge:R:1
C -1.35108 -0.39254 2.56130 -0.0525
H -2.13494 -0.21793 3.29225 0.0337
H -0.58444 -1.00974 3.03024 0.0273
H -0.92179 0.56601 2.27551 0.0146
H -1.77382 -0.92688 1.71045 0.0222
C 0.92203 0.37183 -1.97025 -0.1197
C 0.01046 0.54285 -2.91367 0.1185
C 1.29568 -0.16541 0.33922 0.1969
N 0.50670 0.05651 -0.63714 0.0507
H 1.99554 0.44091 -2.06519 0.1305
H -1.04854 0.47642 -2.69933 0.0894
H 0.33048 0.78251 -3.91733 0.0922
H 0.89024 -0.41032 1.30687 0.0895
H 2.36156 -0.07636 0.16819 0.1318
H -0.49806 -0.03787 -0.48112 0.1747
```

**2S+1**: 1
**Gap between HOMO and LUMO**: 9.90 eV
**Molar mass**: 72.131 Da
**Charge**: +1


#y
C4H10N | ωB97M-V/def2-TZVPD

XYZ file:
```
15
Properties=species:S:1:pos:R:3:lowdin_charge:R:1
C -0.17533 -1.58141 0.95107 -0.0681
C 0.74836 -0.75770 0.05220 -0.2072
C 0.26002 0.62273 -0.19700 -0.2896
C 0.24890 1.67842 0.59073 0.1187
N -0.61404 0.74555 -1.43552 0.2425
H 0.36774 -2.40076 1.41487 0.0871
H -0.54919 -0.97704 1.78067 0.0863
H -1.00962 -1.96176 0.36924 0.0760
H 1.70432 -0.68377 0.54572 0.1220
H 1.00747 -1.27263 -0.87470 0.1209
H 0.79329 1.65711 1.53161 0.1030
H -0.22965 2.62917 0.37542 0.0903
H -0.74170 1.72215 -1.69508 0.1676
H -1.53311 0.37705 -1.17965 0.1782
H -0.27745 0.20290 -2.22958 0.1722
```

**2S+1**: 1
**Gap between HOMO and LUMO**: 11.29 eV
**Structure (SMILES)**: C=C([NH3+])CC
**Molar mass**: 72.131 Da
**Charge**: +1


#z
C4H10N | ωB97M-V/def2-TZVPD

XYZ file:
```
15
Properties=species:S:1:pos:R:3:lowdin_charge:R:1
C -4.02112 -0.60361 -2.75087 -0.0774
C -3.96889 -0.79795 -1.41548 -0.0927
H -4.74394 -1.21660 -3.27572 0.0358
H -3.34369 0.06216 -3.42825 0.0833
H -4.16740 -1.74162 -1.01424 0.0211
H -3.37588 -0.20525 -0.72562 0.0300
C 2.06896 -0.70996 1.11023 0.0098
C 3.13052 1.47362 1.92458 0.2121
N 2.45507 0.79907 1.01700 0.0320
H 2.71168 -1.27684 1.72653 0.0588
H 2.28425 -1.18658 0.11523 0.1107
H 0.95084 -0.89655 1.59835 0.1723
H 3.53158 0.97310 2.85522 0.1580
H 3.45346 2.37686 1.65177 0.0714
H 2.25679 1.34520 0.16699 0.1748
```

**2S+1**: 1
**Gap between HOMO and LUMO**: 5.88 eV
**Molar mass**: 72.131 Da
**Charge**: +1


Most stable structure - #y; separation to the second - 0.0298 hartree.